1.
{
  "formula": "C3H18NO4",
  "method": "wB97M-V/def2-TZVPD",
  "elements": ["O", "O", "O", "O", "N", "C", "C", "C", "H", "H", "H", "H", "H", "H", "H", "H", "H", "H", "H", "H", "H", "H", "H", "H", "H", "H"],
  "xyz": [[-0.89050, 3.20522, 2.45165], [-3.79366, 0.04344, -1.22813], [0.16601, -1.64523, -3.16441], [1.58484, 0.43129, -2.12636], [0.46728, -0.56064, 0.32997], [1.10639, 0.23029, 1.48689], [2.52875, -0.35892, 1.76668], [-1.00898, -0.40542, 0.37826], [2.32061, -1.28335, 2.27398], [0.69570, -0.31548, -0.69550], [0.21168, -1.40411, -4.13854], [-4.06809, 0.37616, -2.06470], [-1.76037, 2.83904, 2.14086], [3.06357, 0.11280, 2.57023], [-1.28057, 0.70198, -0.00582], [-1.67746, -0.58952, 1.31054], [-1.41496, -1.29114, -0.29037], [1.11215, -0.21984, -2.63439], [-4.58887, -0.30561, -0.83411], [2.99740, -0.47630, 0.87171], [0.75510, -1.61285, 0.37310], [0.47286, 0.15022, 2.38415], [2.28748, 0.91435, -2.35351], [1.03406, 1.37590, 1.14172], [-0.87014, 2.61089, 3.04497], [0.54972, -2.52316, -2.98887]],
  "atomic_forces_ev_per_a": [[-2.04, 5.65, -7.55], [1.31, -0.16, 1.23], [0.05, 0.59, -0.94], [-4.74, -2.14, 3.97], [-0.41, -1.76, 0.61], [1.07, 1.92, -0.93], [-3.36, 0.69, 2.15], [-3.27, -0.30, -1.49], [-0.02, -1.07, -0.28], [0.87, 0.69, 1.53], [0.01, -1.08, 1.64], [-0.41, 0.75, -1.89], [0.00, 1.42, -1.05], [0.43, 1.02, -0.22], [0.64, -2.83, 0.50], [2.26, 0.31, -0.78], [0.51, 2.30, 0.63], [0.50, -0.45, -1.55], [-1.03, -0.55, 0.63], [1.92, -0.29, -2.18], [-0.67, 2.19, 0.37], [0.02, -0.32, -0.59], [4.04, 2.32, -2.27], [0.49, -2.39, 0.61], [1.98, -6.98, 8.66], [-0.12, 0.46, -0.81]],
  "max_force_ha_per_bohr": 0.21969,
  "homo_ha": [-0.6627, -0.6602],
  "charge": 2,
  "spin_multiplicity": 2,
  "orbital_gap_ev": [11.56, 2.59],
  "de_lowest_kcal_mol": 78.65,
  "e_tot_ev": -13059.6543
}

2.
{
  "formula": "H12O6",
  "method": "wB97M-V/def2-TZVPD",
  "elements": ["O", "O", "O", "O", "O", "O", "H", "H", "H", "H", "H", "H", "H", "H", "H", "H", "H", "H"],
  "xyz": [[-1.58640, -1.37051, 1.51761], [1.35438, 0.96338, -1.26523], [-2.30792, 1.22416, 1.76800], [-0.15006, 2.39887, 0.47092], [2.25645, -1.50276, -1.99147], [0.27837, -2.36750, -0.20167], [1.65762, 0.03975, -1.51995], [-0.04071, 3.25566, 0.05262], [-1.93548, -0.48259, 1.33395], [0.49359, 1.75335, -0.01887], [2.27643, -1.65667, -2.94359], [-1.51885, -1.37709, 2.50407], [-1.59552, 1.84238, 1.31080], [1.01275, -2.44883, 0.36977], [-0.37025, -1.79603, 0.28766], [1.37985, -1.77164, -1.54796], [-3.13380, 1.67652, 1.52912], [1.92957, 1.61957, -1.65575]],
  "atomic_forces_ev_per_a": [[0.09, -0.19, 1.14], [-0.24, -0.75, 0.15], [1.10, 2.11, -1.35], [1.13, -1.16, -0.58], [-0.96, 0.05, 0.90], [-1.28, 0.79, -1.14], [0.19, 1.24, 0.04], [0.02, -0.01, -0.05], [-0.13, 0.31, 0.18], [-1.39, 1.22, 0.70], [-0.52, -0.18, 0.33], [-0.01, -0.04, -1.32], [-1.24, -1.67, 1.01], [1.18, -0.22, 1.13], [0.37, -0.68, -0.07], [1.12, -0.24, -1.04], [0.21, -0.39, 0.21], [0.34, -0.19, -0.24]],
  "max_force_ha_per_bohr": 0.05321,
  "homo_ha": -0.4135,
  "orbital_gap_ev": 11.90,
  "de_lowest_kcal_mol": 16.16,
  "e_tot_ev": -12480.4128
}